No. 1
{"formula": "C10H15BN2", "method": "the ωB97M-V functional and the def2-TZVPD basis", "e_lumo_ev": 0.65, "relative_energy_kj_mol": 95.4, "max_force_ev_per_a": 4.433, "homo_ev": -7.409, "homo_lumo_gap_ev": 8.06, "symbols": ["N", "N", "C", "C", "C", "C", "C", "C", "C", "C", "C", "C", "B", "H", "H", "H", "H", "H", "H", "H", "H", "H", "H", "H", "H", "H", "H", "H"], "coordinates": [[-1.684444, 1.402796, 0.555187], [-0.282988, -0.785032, 0.356875], [2.573584, 0.100564, -1.617496], [2.819367, -2.231712, -1.233396], [1.610267, -2.310779, -0.555717], [0.709976, 1.286407, -0.418724], [-2.896935, 0.733935, 0.985348], [1.407239, 0.086850, -0.877137], [0.902320, -1.105365, -0.327182], [-1.797484, 2.868304, 0.725613], [-1.016405, -1.816272, 0.977590], [3.357390, -1.023787, -1.673464], [-0.548093, 0.639290, 0.299009], [-2.892309, -0.350726, 1.120346], [-3.269834, 1.183962, 2.059075], [1.144862, -3.307262, -0.210609], [-0.860562, -1.579835, 2.075297], [0.549535, 1.898406, -1.185307], [-0.744361, 3.318861, 0.833493], [3.013534, 1.058073, -2.080183], [-2.234973, 3.160799, -0.195648], [3.489931, -3.189479, -1.307480], [-0.618641, -2.744729, 0.706121], [4.313548, -1.177820, -2.197192], [1.213931, 1.927913, 0.286402], [-2.082821, -1.838184, 0.839066], [-3.791776, 0.890242, 0.420185], [-2.383860, 2.904578, 1.639927]], "forces_ev_per_angstrom": [[-1.1, -1.4, 1.2], [-0.3, 0.5, -1.1], [1.4, 1.9, -0.4], [1.5, -1.9, 0.7], [-2.0, -0.8, 0.9], [-0.7, -2.0, 2.8], [-1.3, 0.9, 3.4], [2.0, -0.5, 0.1], [0.8, 0.7, -1.0], [2.6, -1.8, 0.1], [0.0, 1.1, 3.0], [0.3, -2.2, -1.1], [0.9, 0.5, -1.3], [0.6, 0.6, -0.1], [1.0, -1.1, -2.1], [1.1, 1.6, -0.6], [-0.4, -1.2, -0.7], [-1.3, 2.7, -3.3], [-1.7, -0.5, -0.1], [-1.0, -1.3, 0.9], [-0.8, 1.3, -0.4], [-1.5, 1.9, 0.0], [0.5, -1.5, -0.1], [-0.5, 0.9, 0.2], [0.9, -0.1, 0.5], [-0.3, 0.0, -0.6], [-0.3, 0.6, -1.1], [-0.1, 1.2, -0.2]], "nbo_charge": [-0.66, -0.62, -0.17, -0.20, -0.28, -0.74, -0.40, -0.05, 0.19, -0.39, -0.39, -0.27, 0.92, 0.21, 0.15, 0.21, 0.19, 0.23, 0.21, 0.21, 0.20, 0.21, 0.20, 0.22, 0.23, 0.19, 0.19, 0.20]}

---

No. 2
{"formula": "C6H13NO", "method": "the ωB97M-V functional and the def2-TZVPD basis", "e_lumo_ev": 0.84, "relative_energy_kj_mol": 129.8, "max_force_ev_per_a": 1.296, "homo_ev": -9.563, "homo_lumo_gap_ev": 10.40, "symbols": ["O", "N", "C", "C", "C", "C", "C", "C", "H", "H", "H", "H", "H", "H", "H", "H", "H", "H", "H", "H", "H"], "coordinates": [[-1.997635, 1.777238, 1.372508], [-1.650562, 1.184182, -0.795945], [0.860277, -0.470672, 0.157220], [-0.987573, 1.386930, 0.465778], [-0.285991, 0.131901, 0.998953], [0.367095, -1.568943, -0.756685], [1.667577, 0.556202, -0.638255], [0.711010, -2.856951, -0.627582], [0.328914, -3.606722, -1.313663], [1.378328, -3.194846, 0.159731], [1.983185, 1.387607, 0.000201], [-2.371320, 0.480737, -0.641887], [2.572749, 0.096491, -1.051677], [0.128980, 0.391337, 1.983713], [-0.304628, -1.279703, -1.563897], [1.100064, 0.964900, -1.481391], [-0.278231, 2.216631, 0.383214], [1.556422, -0.924285, 0.877363], [-2.175788, 2.038043, -0.982064], [-1.566424, 1.929915, 2.230089], [-1.036447, -0.639992, 1.224277]], "forces_ev_per_angstrom": [[0.0, 0.3, 1.3], [0.0, 0.0, -0.1], [0.0, -0.3, -0.1], [0.0, -0.5, -0.2], [0.1, 0.1, 0.1], [0.3, -0.7, 0.2], [0.1, 0.2, -0.1], [-0.3, 0.7, -0.2], [0.1, 0.1, 0.1], [0.0, 0.1, 0.0], [0.0, 0.0, -0.1], [0.1, -0.1, -0.1], [-0.2, 0.0, 0.1], [0.0, 0.1, -0.1], [0.1, 0.1, 0.1], [0.0, 0.0, 0.2], [0.1, -0.1, -0.3], [-0.2, -0.1, -0.2], [0.2, -0.1, -0.2], [-0.4, 0.0, -0.2], [0.0, 0.2, -0.2]], "nbo_charge": [-0.73, -0.83, -0.26, 0.24, -0.42, -0.16, -0.61, -0.41, 0.20, 0.19, 0.20, 0.36, 0.22, 0.20, 0.21, 0.22, 0.15, 0.20, 0.36, 0.46, 0.22]}

---

No. 3
{"formula": "C3H4N2O", "method": "the ωB97M-V functional and the def2-TZVPD basis", "e_lumo_ev": 0.68, "relative_energy_kj_mol": 436.3, "max_force_ev_per_a": 7.475, "homo_ev": -10.307, "homo_lumo_gap_ev": 10.98, "symbols": ["O", "N", "N", "C", "C", "C", "H", "H", "H", "H"], "coordinates": [[1.514117, -1.145146, -1.159306], [-0.246461, -0.110838, -1.594432], [0.743606, -0.526219, -2.252150], [-0.920694, 0.830309, 0.776087], [0.039383, 0.024596, -0.204482], [0.891624, -0.879238, 0.025914], [-0.726890, 0.463795, 1.876117], [-1.899789, 0.468687, 0.442061], [-0.848241, 2.021136, 1.059524], [1.453345, -1.147082, 1.030668]], "forces_ev_per_angstrom": [[1.6, -1.4, -0.4], [0.8, 3.6, -1.6], [-1.9, -1.6, 4.4], [1.2, -0.1, 1.9], [-6.6, 3.5, 0.1], [6.7, -2.1, 1.8], [-0.4, 0.0, -2.2], [-0.1, 0.8, 0.5], [0.0, -2.9, -2.0], [-1.3, 0.3, -2.6]], "nbo_charge": [-0.36, -0.20, 0.15, -0.66, 0.03, 0.09, 0.22, 0.24, 0.25, 0.24]}

---

No. 4
{"formula": "C39H39N9PdS3", "method": "the ωB97M-V functional and the def2-TZVPD basis", "e_lumo_ev": [-13.64, -13.65], "total_charge": 4, "relative_energy_kj_mol": 0.0, "max_force_ev_per_a": 2.183, "homo_ev": [-16.681, -16.680], "homo_lumo_gap_ev": [3.04, 3.03], "symbols": ["Pd", "S", "S", "S", "N", "N", "N", "N", "N", "N", "N", "N", "N", "C", "C", "C", "C", "C", "C", "C", "C", "C", "C", "C", "C", "C", "C", "C", "C", "C", "C", "C", "C", "C", "C", "C", "C", "C", "C", "C", "C", "C", "C", "C", "C", "C", "C", "C", "C", "C", "C", "C", "H", "H", "H", "H", "H", "H", "H", "H", "H", "H", "H", "H", "H", "H", "H", "H", "H", "H", "H", "H", "H", "H", "H", "H", "H", "H", "H", "H", "H", "H", "H", "H", "H", "H", "H", "H", "H", "H", "H"], "coordinates": [[0.016927, -0.149834, -0.049948], [6.283766, 1.477187, 3.245207], [-1.148994, -7.098795, -0.151494], [1.388705, -0.817903, -2.042993], [-2.002283, -0.341056, -0.357822], [2.691308, 0.102551, -4.112539], [-0.289667, 1.838066, -0.365902], [2.777917, 1.488942, -2.298807], [-2.819129, 0.274905, -2.499820], [0.212875, -2.133130, 0.288062], [-0.604484, 0.559617, 1.999881], [1.952219, -0.195355, 0.968503], [-4.157385, 0.430584, -0.638740], [-4.310641, 0.724191, 0.785131], [0.771368, -4.797552, 0.725738], [-2.974130, 0.130190, -1.173225], [-0.764290, -0.098284, 3.131104], [-1.970072, -0.626835, -3.270930], [3.768157, -3.184508, 2.175230], [2.738351, 0.789880, 1.361314], [-3.427449, 1.384581, -3.237551], [-1.596616, 4.598539, 1.726886], [-0.231489, 2.409841, -1.565466], [3.466652, -1.793382, 1.912168], [1.672414, -3.833455, 1.139573], [6.535881, 3.131809, 3.382623], [-0.913471, 1.879208, 1.938971], [2.352688, 0.374234, -2.875132], [-1.406762, 2.576799, 3.044514], [-5.416547, 0.230756, -1.368921], [-3.276034, -6.339473, -1.364736], [-0.641846, -3.060472, -0.132300], [4.768583, 1.694770, 2.467940], [3.958736, 0.580506, 2.057943], [1.370927, -2.482624, 0.893547], [-2.582752, -5.168169, -1.064343], [-1.383444, -5.402078, -0.395121], [-0.420246, -4.442618, 0.064079], [-1.249558, 0.520025, 4.288970], [-0.565507, 3.749116, -1.764333], [4.305562, -0.748281, 2.303062], [2.268238, -1.468792, 1.252473], [-0.751479, 2.548147, 0.693921], [-2.606181, -7.464772, -0.924100], [3.605579, 0.912873, -4.928016], [-0.992544, 4.497335, -0.692522], [-1.571551, 1.854352, 4.246562], [-1.107849, 3.895530, 0.574928], [5.532002, 3.851415, 2.870246], [4.509571, 3.025497, 2.339415], [-1.737488, 3.967182, 2.912207], [2.913762, -4.155853, 1.803751], [0.082355, 1.782233, -2.387488], [-1.531338, -2.703329, -0.628543], [3.378326, 2.140362, -2.787665], [5.225084, -0.988688, 2.817910], [3.606473, 3.418450, 1.888015], [4.562642, 1.037743, -4.419933], [2.411307, 1.796239, 1.127775], [-2.914744, -8.495494, -1.023175], [3.139962, -5.196592, 1.996397], [-5.928015, 1.178845, -1.535003], [-1.957379, 2.357556, 5.125116], [3.783710, 0.387774, -5.861243], [-2.115890, 4.495768, 3.777843], [-3.460129, 1.299370, 1.148446], [2.636224, 1.619452, -1.309112], [-1.260309, 5.539901, -0.816731], [-2.645551, 2.072068, -3.568045], [-3.955806, 1.015366, -4.115397], [-0.502493, -1.151247, 3.132093], [-2.950878, -4.188237, -1.331885], [-5.210966, 1.320240, 0.916247], [-1.368894, -0.060347, 5.193343], [2.289719, -0.729696, -4.526798], [-0.488477, 4.175099, -2.755177], [-4.128198, 1.933768, -2.613562], [3.163954, 1.883641, -5.155836], [1.004584, -5.839818, 0.912814], [-1.859882, -0.217810, -4.272840], [-5.230463, -0.255634, -2.323148], [-0.985946, -0.735793, -2.841593], [7.431084, 3.510051, 3.844317], [-2.435122, -1.610373, -3.364012], [-6.064868, -0.411191, -0.773248], [-2.373871, -0.657822, 0.531198], [4.695235, -3.425931, 2.677756], [-4.223707, -6.378305, -1.879973], [-1.860415, 5.642970, 1.620497], [5.526967, 4.928188, 2.877663], [-4.426586, -0.184184, 1.383790]], "forces_ev_per_angstrom": [[1.0, 0.7, 1.8], [0.3, -0.9, 0.1], [-0.1, 0.3, -0.1], [-0.7, -0.5, 0.5], [0.2, -0.5, -0.6], [-0.3, -0.3, 0.0], [0.2, 0.0, -0.5], [0.0, 0.1, 0.3], [0.4, 0.1, 0.2], [-0.2, -0.2, -0.1], [-0.1, -0.3, -1.0], [-0.7, 0.3, -0.7], [-0.2, 0.1, 0.3], [0.0, 0.0, 0.0], [-0.7, -0.1, -0.4], [0.1, 0.2, -0.1], [0.1, -0.4, 0.0], [-0.2, -0.1, -0.1], [-0.1, 0.2, -0.1], [0.3, 0.4, 0.1], [-0.2, 0.1, 0.0], [0.0, 0.0, 0.0], [0.0, 0.0, 0.0], [0.1, 0.0, 0.1], [0.3, 0.3, 0.1], [1.0, -0.3, 0.5], [0.1, 0.0, 0.0], [0.1, 0.5, 0.0], [0.0, -0.1, 0.2], [-0.1, -0.1, -0.1], [0.1, -0.7, 0.1], [0.0, -0.2, 0.1], [0.4, 0.0, 0.2], [-0.6, -0.5, -0.3], [-0.3, -0.7, -0.1], [0.6, 0.1, 0.3], [-0.5, -0.3, -0.3], [0.6, 0.3, 0.3], [0.0, 0.2, 0.0], [0.0, 0.0, 0.0], [-0.2, 0.1, -0.1], [0.7, -0.1, 0.4], [0.0, 0.1, 0.1], [-0.3, 0.2, -0.2], [0.1, 0.0, 0.0], [0.0, 0.0, 0.0], [0.0, 0.0, 0.0], [0.0, 0.1, 0.0], [-1.2, 0.6, -0.6], [-0.3, 0.9, -0.1], [0.0, 0.0, 0.0], [-0.1, 0.1, -0.1], [0.0, 0.0, 0.0], [0.0, 0.0, 0.0], [0.0, 0.0, 0.1], [0.1, 0.0, 0.0], [0.1, 0.1, 0.0], [0.0, 0.0, 0.0], [0.0, 0.0, 0.0], [0.0, 0.0, 0.0], [0.0, 0.0, 0.0], [0.0, 0.0, 0.0], [0.0, 0.0, 0.0], [0.0, 0.0, 0.0], [0.0, 0.0, 0.0], [0.0, 0.0, 0.0], [0.1, 0.0, -0.1], [0.0, 0.0, 0.0], [0.0, 0.0, 0.0], [0.0, 0.0, 0.0], [0.0, 0.0, 0.0], [0.0, 0.0, 0.0], [0.0, 0.0, 0.0], [0.0, 0.0, 0.0], [0.1, 0.1, 0.0], [0.0, 0.0, 0.0], [0.1, 0.0, -0.1], [0.0, 0.0, 0.0], [0.0, 0.0, 0.0], [0.0, 0.0, 0.0], [0.0, 0.0, 0.1], [0.1, 0.0, 0.1], [0.1, 0.0, 0.1], [0.0, 0.0, 0.0], [0.0, 0.0, 0.0], [0.1, 0.1, -0.1], [0.0, 0.0, 0.0], [0.0, 0.0, 0.0], [0.0, 0.0, 0.0], [-0.1, 0.1, -0.1], [0.0, 0.0, 0.0]], "mulliken_charge": [-0.23, -0.16, -0.15, -0.24, 0.53, -0.18, 1.65, -0.16, 0.39, 1.10, 1.05, 1.19, 0.14, -1.10, -0.56, -0.24, -0.47, -0.82, -1.41, -1.05, -1.24, -1.05, -0.83, 0.32, 0.37, -0.31, -0.41, 0.89, 1.30, -1.26, -0.61, -0.49, 0.29, 0.44, -0.70, -0.26, 0.20, 0.77, -1.19, -1.28, -0.64, -0.28, 0.17, -0.34, -1.08, -0.98, -0.81, 0.99, -0.70, -0.27, -1.04, -1.29, 0.73, -0.02, 0.28, 0.58, 0.43, 0.39, 0.50, 0.49, 0.54, 0.42, 0.55, 0.36, 0.52, 0.32, -0.09, 0.55, 0.42, 0.41, 0.59, 0.43, 0.44, 0.51, 0.28, 0.64, 0.41, 0.37, 0.52, 0.38, 0.39, 0.08, 0.48, 0.34, 0.42, 0.05, 0.53, 0.43, 0.53, 0.43, 0.37]}

---

| no. | calculated total energy (eV) |
| --- | --- |
| 1 | -14269.9182 |
| 2 | -9969.8288 |
| 3 | -8199.3630 |
| 4 | -90437.2900 |